Density functional theory data (ωB97M-V with the def2-TZVPD basis set) for C23H43BiCl3N3O4Si as an isolated structure.

Geometry (Å):
C: -1.907 -2.265 -4.191
C: -1.455 -2.873 -2.890
H: -2.116 -3.061 -4.921
H: -1.115 -1.604 -4.586
H: -2.818 -1.648 -4.084
C: -1.044 -4.147 -2.781
C: -0.830 -5.046 -3.938
H: -0.794 -4.584 -1.805
H: -0.052 -4.611 -4.582
H: -1.719 -5.249 -4.562
H: -0.448 -5.987 -3.525
Bi: 1.301 1.949 1.206
Cl: -1.183 1.328 0.954
Cl: 1.708 4.367 0.241
H: 1.001 5.970 4.314
H: -1.689 6.680 3.350
C: 1.043 5.640 3.269
C: -1.269 6.169 2.472
N: -0.269 5.162 2.850
H: 1.769 4.838 3.135
C: -0.579 3.875 2.961
O: 0.288 2.958 3.158
H: -2.087 5.694 1.908
H: -1.652 3.634 2.818
H: 1.296 6.490 2.641
H: -0.791 6.934 1.846
H: 2.191 -0.949 -3.275
H: 2.210 -3.562 -1.989
C: 3.125 -0.959 -2.684
C: 3.056 -3.105 -1.447
N: 2.911 -1.654 -1.416
H: 3.487 0.061 -2.508
C: 2.594 -1.056 -0.252
O: 2.800 0.149 0.028
H: 3.090 -3.459 -0.403
H: 2.190 -1.754 0.506
H: 3.873 -1.543 -3.237
H: 3.985 -3.358 -1.982
O: -0.311 -1.237 -2.298
C: -1.322 -1.920 -1.705
C: -0.049 -3.339 0.048
C: -1.144 -2.531 -0.278
H: 0.750 -3.465 -0.687
C: 0.028 -3.944 1.309
H: -2.237 -1.281 -1.662
C: -2.156 -2.328 0.661
H: 0.878 -4.578 1.553
C: -0.966 -3.713 2.262
C: -2.068 -2.915 1.928
H: -2.989 -1.684 0.373
H: -0.904 -4.128 3.270
H: -2.853 -2.713 2.653
Si: -0.262 2.681 -2.741
Cl: 0.910 1.276 -1.512
C: 1.110 3.944 -3.150
C: -1.376 3.523 -1.490
C: -1.122 1.913 -4.189
H: 1.615 4.271 -2.217
H: 0.662 4.840 -3.620
H: 1.883 3.561 -3.834
H: -0.453 1.353 -4.859
H: -1.581 2.722 -4.775
H: -1.932 1.250 -3.856
H: -2.220 2.860 -1.190
H: -1.758 4.476 -1.921
H: -0.785 3.780 -0.581
C: 1.102 -1.925 4.833
N: 0.051 -0.954 4.538
C: -1.039 -0.694 5.481
C: 0.081 -0.254 3.404
O: 1.062 -0.208 2.618
H: 1.088 -2.130 5.909
H: 2.077 -1.506 4.535
H: 0.929 -2.865 4.279
H: -0.894 0.279 5.978
H: -1.982 -0.648 4.917
H: -1.077 -1.484 6.234
H: -0.845 0.294 3.179

Atoms 1-2, force components in eV/Å:
0.1526 0.0870 -0.2428
-0.8041 -1.3049 1.4608

Summary:
* relative energy (zero: lowest compared OMol25 entry of this formula, charge and spin): 2.873 eV
* HOMO-LUMO gap: 4.58 eV
* molar mass: 769.04 u
* E_HOMO: -5.20 eV

***

Density functional theory data (ωB97M-V with the def2-TZVPD basis set) for C23H43BrCl32NO8S4 as an isolated structure.

Geometry (Å):
C: 2.694 -3.681 -0.342
C: 3.702 -3.621 -1.501
C: 3.460 -2.503 -2.483
O: 3.102 -1.288 -1.788
C: 2.535 -0.345 -2.591
O: 3.165 0.247 -3.415
C: 1.052 -0.142 -2.412
S: 0.552 -0.627 -0.745
S: -1.468 -1.037 -1.029
O: -1.991 -0.094 -1.986
O: -1.984 -0.971 0.313
N: -1.580 -2.573 -1.489
S: -0.968 -2.998 -2.874
O: -1.321 -2.204 -4.017
O: 0.416 -3.401 -2.800
Br: -2.092 -4.909 -3.123
O: 5.096 -3.668 -1.080
C: 5.700 -2.517 -0.714
O: 6.681 -2.154 -1.293
C: 5.140 -1.773 0.473
S: 5.789 -0.100 0.683
H: 2.314 -4.704 -0.266
H: 3.156 -3.455 0.616
H: 1.831 -3.047 -0.536
H: 3.543 -4.553 -2.048
H: 4.315 -2.357 -3.151
H: 2.620 -2.806 -3.112
H: 0.585 -0.777 -3.166
H: 0.825 0.904 -2.613
H: 5.365 -2.334 1.385
H: 4.056 -1.699 0.407
H: 5.817 0.250 -0.601
C: -2.870 2.999 -1.230
Cl: -2.292 4.166 -2.448
Cl: -2.707 3.648 0.409
H: -3.919 2.808 -1.417
H: -2.297 2.086 -1.324
C: -2.138 7.368 -0.546
Cl: -3.455 7.828 0.542
Cl: -1.686 8.687 -1.637
H: -1.277 7.101 0.051
H: -2.466 6.522 -1.137
C: -1.289 5.454 3.769
Cl: -0.758 6.688 2.610
Cl: -2.871 4.821 3.343
H: -0.563 4.646 3.755
H: -1.346 5.900 4.757
C: 2.306 4.518 3.940
Cl: 1.330 3.146 4.487
Cl: 3.130 5.327 5.279
H: 3.048 4.152 3.243
H: 1.655 5.239 3.458
C: 2.020 -7.778 -2.252
Cl: 2.040 -6.193 -3.026
Cl: 2.739 -7.743 -0.631
H: 0.989 -8.098 -2.162
H: 2.588 -8.471 -2.860
C: -2.979 -9.252 -2.781
Cl: -1.781 -9.015 -4.057
Cl: -2.338 -10.197 -1.426
H: -3.285 -8.283 -2.406
H: -3.820 -9.792 -3.199
C: -2.582 -7.657 1.324
Cl: -2.488 -6.891 -0.262
Cl: -3.538 -6.662 2.428
H: -3.048 -8.630 1.221
H: -1.579 -7.752 1.724
C: 9.089 -2.213 -3.489
Cl: 10.288 -1.027 -4.042
Cl: 9.697 -3.868 -3.627
H: 8.849 -2.012 -2.453
H: 8.204 -2.117 -4.106
C: -6.821 8.631 2.372
Cl: -8.390 8.857 1.591
Cl: -6.885 7.359 3.602
H: -6.096 8.356 1.617
H: -6.536 9.560 2.849
C: -0.318 3.479 -5.222
Cl: 0.031 3.489 -6.959
Cl: 0.548 2.196 -4.370
H: -0.015 4.432 -4.806
H: -1.380 3.320 -5.083
C: 9.092 -0.513 -7.608
Cl: 8.961 0.196 -9.226
Cl: 7.515 -0.769 -6.859
H: 9.592 -1.470 -7.692
H: 9.662 0.162 -6.981
C: -4.405 -5.269 6.186
Cl: -5.411 -6.720 6.280
Cl: -4.775 -4.287 4.766
H: -4.581 -4.671 7.071
H: -3.367 -5.575 6.127
C: -5.132 -2.396 1.455
Cl: -6.884 -2.140 1.582
Cl: -4.654 -3.032 -0.115
H: -4.634 -1.446 1.610
H: -4.844 -3.113 2.215
C: -4.421 6.288 6.650
Cl: -3.360 7.666 6.316
Cl: -3.562 4.751 6.572
H: -4.832 6.405 7.645
H: -5.209 6.282 5.906
C: -10.838 6.735 3.620
Cl: -12.037 8.005 3.911
Cl: -11.398 5.157 4.186
H: -10.651 6.673 2.555
H: -9.928 6.991 4.147
C: 6.959 2.477 3.575
Cl: 7.341 2.472 1.855
Cl: 7.828 1.212 4.459
H: 7.239 3.437 3.990
H: 5.894 2.302 3.689

Atoms 1-2, force components in eV/Å:
-0.0636 -0.5585 -0.1355
-0.3952 -0.2132 0.3840

Summary:
* HOMO-LUMO gap: 8.41 eV
* molar mass: 1804.26 u
* E_HOMO: -6.91 eV
* total charge: -1

***

Question: Which of these has the lowest molar mass?
Answer: C23H43BiCl3N3O4Si